Entry 1:
14
Properties=species:S:1:pos:R:3:forces:R:3 method="wB97M-V/def2-TZVPD" lumo_ev=0.8 gap_ev=10.475 de_lowest_ev=0.563 multiplicity=1 e_homo_ev=-9.69 total_energy_ev=-8731.116
C -2.22097 0.28518 -0.14243 -0.029 0.073 0.009
C -0.87189 -0.38300 0.03027 -0.134 -0.136 0.004
N 0.25837 0.53707 0.03962 0.117 -0.018 0.026
C 1.47891 -0.06344 0.10694 -0.136 -0.341 -0.098
N 1.54170 -1.33924 0.19166 0.115 0.136 -0.198
C 2.70187 0.73528 -0.00351 0.915 0.308 -0.094
N 3.76913 1.17336 -0.10270 -1.201 -0.237 0.130
H -2.29126 0.82861 -1.08985 0.036 -0.022 0.135
H -2.45418 0.96715 0.68168 0.044 -0.036 -0.107
H -2.98633 -0.49808 -0.14912 0.086 0.182 -0.001
H -0.68733 -1.08843 -0.78756 -0.093 0.062 0.130
H -0.84892 -0.98687 0.94568 -0.054 0.097 -0.098
H 0.12785 1.52500 0.19325 0.148 -0.180 -0.022
H 2.48304 -1.69258 0.08606 0.186 0.112 0.185

=====

Entry 2:
14
Properties=species:S:1:pos:R:3:forces:R:3 method="wB97M-V/def2-TZVPD" lumo_ev="-1.1 / 0.1" gap_ev="7.638 / 8.626" de_lowest_ev=4.078 multiplicity=1 e_homo_ev="-8.73 / -8.51" total_energy_ev=-8727.602
C -0.65756 0.82412 -1.99407 -0.064 0.080 -0.009
N 0.25990 -0.23583 -1.60974 0.027 -0.153 -0.018
C 0.37582 -0.61877 -0.28339 -0.154 -0.540 0.371
N 0.74958 -1.75079 0.14752 0.238 -0.205 -1.049
N 0.73525 -1.20832 2.51576 0.320 0.583 0.141
C 0.36055 -0.03557 2.12753 0.165 -0.332 0.624
C -0.08252 0.21614 0.80787 -0.664 0.410 -0.198
H -0.38589 1.75478 -1.48962 -0.036 -0.105 -0.079
H -0.56415 0.98957 -3.07017 0.005 -0.020 0.176
H -1.70945 0.59503 -1.76892 0.131 0.038 -0.036
H 0.27976 -1.02803 -2.23752 0.037 0.087 0.065
H 1.23941 -1.16021 3.40793 -0.322 0.044 -0.013
H 0.37309 0.83482 2.79512 0.012 -0.061 -0.025
H -0.97378 0.82306 0.65169 0.305 0.174 0.051